[1]
DFT (wB97M-V/def2-TZVPD) results for a single C28H42N2O7S molecule in a non-equilibrium geometry.

XYZ file:
```
80
C28H42N2O7S (wB97M-V/def2-TZVPD)
C -3.945 -2.358 2.423
O -4.961 -2.074 1.464
C -4.500 -2.263 0.114
C -4.189 -0.883 -0.596
C -3.533 -1.066 -2.047
C -2.560 0.146 -2.379
C -1.765 -0.061 -3.754
C -0.841 -1.378 -3.733
C 0.661 -0.984 -4.041
C 1.754 -1.859 -3.316
C 1.481 -2.127 -1.781
C 2.754 -2.034 -0.851
C 2.259 -1.368 0.512
S 1.043 -2.620 1.224
C -0.715 -2.233 0.823
O 1.309 -3.992 0.719
O 1.149 -2.707 2.701
N 3.268 -1.258 1.593
C 2.949 -0.165 2.488
O 3.602 0.058 3.472
C 1.686 0.656 1.908
C 1.945 2.170 2.244
C 0.975 3.180 1.532
O 1.424 3.840 0.607
C -0.503 3.455 1.930
C -1.649 2.578 1.676
C -3.016 2.995 2.076
C -3.262 4.302 2.727
C -2.113 5.191 3.001
C -0.779 4.752 2.600
O 0.382 0.323 2.451
C 0.468 0.064 3.802
N 0.731 -0.496 4.773
C 1.773 0.148 0.426
C 2.364 1.073 -0.706
C 3.812 1.654 -0.419
C 4.916 1.179 -1.466
O 6.160 0.795 -0.868
H -4.404 -2.388 3.456
H -3.495 -3.378 2.256
H -3.131 -1.575 2.478
H -3.649 -3.004 0.043
H -5.363 -2.725 -0.458
H -5.153 -0.297 -0.665
H -3.486 -0.295 0.072
H -3.003 -2.058 -2.014
H -4.335 -1.138 -2.842
H -3.224 1.064 -2.432
H -1.827 0.343 -1.543
H -1.163 0.872 -3.922
H -2.540 -0.131 -4.563
H -1.251 -2.102 -4.496
H -1.011 -1.849 -2.730
H 0.814 0.123 -3.886
H 0.810 -1.152 -5.152
H 2.731 -1.287 -3.393
H 1.954 -2.837 -3.847
H 0.670 -1.416 -1.455
H 1.079 -3.174 -1.692
H 3.246 -3.017 -0.637
H 3.533 -1.330 -1.257
H -0.964 -2.606 -0.203
H -0.958 -1.141 0.882
H -1.353 -2.764 1.573
H 3.548 -2.133 2.041
H 1.846 2.348 3.359
H 2.999 2.485 1.995
H -1.513 1.598 1.163
H -3.880 2.313 1.845
H -4.301 4.620 3.002
H -2.272 6.195 3.476
H 0.069 5.465 2.794
H 0.688 0.046 0.134
H 1.591 1.870 -0.914
H 2.439 0.491 -1.676
H 4.154 1.379 0.613
H 3.740 2.775 -0.546
H 4.561 0.332 -2.117
H 5.155 2.034 -2.171
H 6.114 0.810 0.102
```

Values from the calculation:
SMILES string: COCCCCCCCCCC[C@@]1(S(C)(=O)=O)NC(=O)[C@](CC(=O)c2ccccc2)(OC#N)[C@H]1CCCO
ΔE to the lowest compared entry with this formula, charge and spin, kcal/mol: 97.0
HOMO-LUMO gap, eV: 9.6
Charge: 0
Highest occupied orbital energy, eV: -9.58

---

[2]
DFT (wB97M-V/def2-TZVPD) results for a single H3N molecule in a non-equilibrium geometry.

XYZ file:
```
4
H3N (wB97M-V/def2-TZVPD)
H 0.863 0.236 0.295
H -0.763 -0.142 0.594
H -0.025 -0.396 -0.820
N -0.075 0.302 -0.069
```

Values from the calculation:
SMILES string: N
ΔE to the lowest compared entry with this formula, charge and spin, kcal/mol: 1.7
HOMO-LUMO gap, eV: 11.7
Charge: 0
Highest occupied orbital energy, eV: -10.36